# 1
Formula: C29H51AsN8O7ReSSbSi2
Source: the Open Molecules 2025 dataset
Level of theory: wB97M-V/def2-TZVPD

* frontier orbital gap (alpha / beta): 4.080 / 5.027 eV
* relative energy (zero: lowest compared OMol25 entry of this formula, charge and spin): 44.0 kcal per mole
* E_tot: -5631.684078 a.u.
* HOMO level (alpha / beta): -2.65 / -3.59 eV
* lowest unoccupied orbital energy (alpha / beta): 1.429 / 1.432 eV

Geometry as ORCA input:
```
! wB97M-V def2-TZVPD RIJCOSX def2/J DEFGRID3
* xyz -1 2
Re -1.413 0.333 0.573
Sb -0.799 -0.561 -4.161
As 0.871 -1.120 0.835
S -2.361 -1.560 1.747
Si 1.702 -1.486 3.045
Si 1.204 -3.258 -0.197
O 3.945 2.391 -5.269
O 5.808 1.504 -4.678
O 4.395 -1.760 0.167
O 6.138 -0.651 -0.398
O 0.087 1.740 -2.902
O 2.300 -0.020 0.253
O -0.002 3.709 -1.167
N -3.117 -1.442 4.308
N 4.944 -0.861 -0.425
N -1.350 1.012 2.474
N -1.967 0.406 3.568
N -2.640 0.774 -0.539
N 0.661 1.424 -1.709
N 4.632 1.757 -4.500
N -0.120 1.948 0.494
C -0.749 2.212 2.734
C 1.396 0.042 4.056
C -1.547 -2.075 -5.559
C -0.418 -4.139 0.097
C 0.474 2.510 -0.637
C -3.041 -1.008 5.690
C 1.457 -2.939 -2.016
C -4.384 0.414 -2.164
C 3.514 -1.940 3.124
C 2.675 1.537 -3.027
C -0.053 2.728 1.671
C -2.475 -0.748 3.306
C 0.797 3.875 1.743
C 0.641 -2.893 3.687
C -3.759 1.413 -1.189
C 1.532 4.327 0.708
C -3.224 2.639 -1.929
C 2.553 -4.366 0.485
C 4.119 -0.002 -1.288
C -1.611 1.061 -5.302
C 1.134 -0.498 -5.127
C -4.772 1.818 -0.118
C 4.747 0.479 -2.416
C -4.034 0.101 6.019
C 2.082 1.071 -1.880
C 1.355 3.673 -0.596
C -0.895 2.847 4.079
C 4.004 1.251 -3.276
C 2.784 0.292 -0.934
H -5.117 0.937 0.428
H -2.421 2.351 -2.611
H 2.625 -5.218 -0.203
H -5.057 -0.230 5.831
H 1.114 -1.101 -6.037
H 2.121 3.799 -1.356
H -4.303 2.500 0.594
H 2.401 -2.426 -2.227
H -5.235 0.863 -2.683
H -1.290 -3.507 -0.065
H 0.643 -2.321 -2.404
H 3.536 -3.912 0.563
H -1.223 1.996 -4.896
H 1.760 0.948 3.564
H -0.482 -4.546 1.109
H 0.893 -3.856 3.234
H -1.832 -1.621 -6.513
H -3.832 0.975 5.401
H 0.147 0.616 -1.273
H -3.644 0.102 -2.903
H 1.460 -3.892 -2.556
H 0.798 -2.978 4.769
H -2.701 1.067 -5.240
H 3.782 -2.792 2.501
H -0.523 3.870 4.072
H -2.807 3.356 -1.220
H -0.463 -4.978 -0.608
H 1.369 0.537 -5.387
H 1.915 -0.880 -4.466
H -0.767 -2.820 -5.748
H 2.265 -4.762 1.463
H 5.780 0.244 -2.613
H -0.421 -2.692 3.514
H -0.369 2.286 4.856
H 4.142 -1.096 2.834
H -4.726 -0.473 -1.626
H -2.027 -0.655 5.905
H -3.229 -1.878 6.322
H -1.946 2.865 4.369
H -5.633 2.316 -0.574
H -1.314 0.948 -6.347
H -3.951 0.389 7.071
H 1.909 -0.066 5.019
H 2.059 2.113 -3.703
H 0.865 4.379 2.699
H -3.301 -2.408 4.114
H 2.186 5.184 0.800
H 0.325 0.161 4.235
H -4.030 3.122 -2.492
H -2.416 -2.590 -5.142
H 3.745 -2.188 4.168
*
```

=====

# 2
Formula: C2H10O3Si2
Source: the Open Molecules 2025 dataset
Level of theory: wB97M-V/def2-TZVPD

* frontier orbital gap: 10.560 eV
* relative energy (zero: lowest compared OMol25 entry of this formula, charge and spin): 62.9 kcal per mole
* E_tot: -887.006203 a.u.
* HOMO level: -10.36 eV
* lowest unoccupied orbital energy: 0.204 eV

Geometry as ORCA input:
```
! wB97M-V def2-TZVPD RIJCOSX def2/J DEFGRID3
* xyz 0 1
Si -2.919 0.010 0.088
Si -0.502 1.982 -0.305
O -3.413 -0.435 -1.286
O 0.435 2.982 0.696
O -1.863 1.199 0.210
C -3.191 -0.684 1.772
C 0.661 0.554 -0.664
H -0.115 3.708 1.045
H -4.162 -1.085 2.002
H 1.631 0.730 -1.239
H -3.026 0.131 2.577
H 5.694 -0.476 -1.170
H -1.168 3.015 -1.164
H 0.859 -0.101 0.249
H -2.267 -1.293 2.158
H 5.518 -0.137 -1.825
H 0.289 -0.346 -1.213
*
```

=====

# 3
Formula: C5H8N3O
Source: the Open Molecules 2025 dataset
Level of theory: wB97M-V/def2-TZVPD

* frontier orbital gap: 9.226 eV
* relative energy (zero: lowest compared OMol25 entry of this formula, charge and spin): 61.3 kcal per mole
* E_tot: -434.498415 a.u.
* HOMO level: -13.77 eV
* lowest unoccupied orbital energy: -4.540 eV

Geometry as ORCA input:
```
! wB97M-V def2-TZVPD RIJCOSX def2/J DEFGRID3
* xyz 1 1
O -1.508 -0.334 0.195
N 1.418 1.271 -1.162
N -0.204 0.078 0.199
N -0.728 0.753 -1.950
C 2.216 1.263 -0.079
C 0.641 -0.085 1.199
C 1.930 0.590 1.116
C -1.889 -1.607 0.631
C 0.225 0.724 -1.049
H 3.164 1.695 -0.428
H -1.483 -2.500 0.070
H 0.253 -0.656 2.056
H -1.650 -1.942 1.595
H -0.549 1.388 -2.722
H -1.610 0.270 -2.013
H -2.984 -1.413 0.550
H 2.759 0.504 1.791
*
```

=====

# 4
Formula: C31H68BN8O6P2
Source: the Open Molecules 2025 dataset
Level of theory: wB97M-V/def2-TZVPD

* frontier orbital gap: 4.974 eV
* E_tot: -2819.060186 a.u.
* HOMO level: -3.78 eV
* lowest unoccupied orbital energy: 1.190 eV

Geometry as ORCA input:
```
! wB97M-V def2-TZVPD RIJCOSX def2/J DEFGRID3
* xyz -1 1
P -8.314 -0.291 -3.989
P 7.856 0.444 4.096
O 6.607 1.151 3.599
O 0.553 -2.034 -0.469
O -0.337 2.687 2.339
O 0.499 -0.575 -2.360
O -0.599 2.769 0.154
O -7.018 -0.313 -3.202
N 8.225 -0.237 2.548
N -7.572 -0.363 -5.549
N -9.849 0.098 -4.764
N 0.788 0.475 -0.175
N 9.130 -0.561 4.790
N -8.846 -1.873 -3.517
N 8.777 1.902 4.310
N 0.861 0.307 2.291
C 3.452 0.666 -2.368
C -9.043 -2.051 -2.079
C 2.135 -1.187 3.744
C -1.300 -0.174 1.189
C -4.730 1.442 -1.177
C 2.201 0.876 -0.079
C -2.701 -0.026 -1.023
C -5.400 2.782 0.909
C -9.805 1.311 -5.620
C 2.727 1.631 -1.355
C -0.083 -2.981 -1.326
C 3.860 2.584 -0.820
C -3.804 0.490 -1.759
C -9.703 -2.782 -4.250
C 7.114 -0.397 1.613
C -6.181 0.072 -5.641
C -0.324 2.130 1.223
C 8.241 2.825 5.309
C 3.176 -0.034 3.810
C -10.918 0.374 -3.771
C -0.650 -4.111 -0.407
C 8.945 -2.017 4.560
C -7.809 -1.420 -6.510
C -3.351 1.289 0.885
C 0.062 0.584 1.078
C 9.204 -0.421 6.266
C 9.437 0.045 1.808
C -4.456 1.808 0.176
C 1.235 -1.103 2.452
C -2.442 0.359 0.311
C 10.210 2.078 4.192
B 0.597 -0.730 -0.967
H 9.507 0.582 6.562
H 9.727 -2.580 5.074
H -5.926 0.328 -6.673
H 7.972 -2.363 4.920
H -8.872 -1.535 -6.727
H 0.652 -3.428 -2.026
H -6.012 0.971 -5.051
H 2.758 0.527 -3.222
H -2.066 -0.761 -1.527
H -1.498 -3.648 0.136
H -9.648 -3.780 -3.809
H 7.159 2.920 5.219
H 7.362 -1.135 0.845
H -9.058 -3.109 -1.810
H 3.667 -0.324 -1.939
H -5.599 1.822 -1.723
H -1.217 -1.278 1.149
H 9.958 -1.093 6.677
H -10.763 -2.488 -4.252
H -11.164 -0.511 -3.186
H -0.945 -2.583 -1.883
H 0.227 0.340 -2.518
H 8.650 3.830 5.178
H 2.392 1.557 0.766
H 9.032 -2.279 3.510
H 0.314 0.532 3.120
H 0.109 -4.526 0.270
H -9.448 2.184 -5.067
H 2.608 -2.184 3.805
H -3.231 1.626 1.925
H 4.346 1.165 -2.784
H 1.894 -1.411 1.622
H -10.632 1.169 -3.077
H 10.449 3.144 4.138
H 8.461 2.500 6.336
H 9.465 1.082 1.449
H -9.394 -2.922 -5.280
H 9.518 -0.611 0.936
H 3.914 -0.242 4.617
H -1.644 0.021 2.227
H 4.363 3.139 -1.628
H 2.730 0.946 4.026
H 6.226 -0.769 2.121
H 0.390 -1.797 2.633
H -6.203 2.146 1.345
H 1.445 -1.037 4.605
H 4.623 1.916 -0.360
H 6.859 0.545 1.114
H 10.617 1.662 3.277
H -10.801 1.531 -6.011
H -4.913 3.271 1.767
H -8.229 -1.601 -1.510
H 8.245 -0.641 6.744
H 2.837 -0.031 0.050
H 3.769 0.010 2.878
H -9.169 1.175 -6.490
H -7.389 -2.377 -6.176
H -1.118 -4.890 -1.044
H -5.486 -0.704 -5.297
H 10.329 -0.168 2.400
H -9.981 -1.597 -1.728
H -3.955 0.157 -2.792
H -11.841 0.666 -4.273
H 3.484 3.220 -0.001
H -7.353 -1.175 -7.474
H 1.951 2.248 -1.831
H -5.895 3.485 0.222
H 10.780 1.663 5.036
*
```